107
Properties=species:S:1:pos:R:3 method="wB97M-V/def2-TZVPD" e_tot_ha=-3345.877632 homo_lumo_gap_ev="5.01 / 5.87" multiplicity=4 total_charge=+1
Re -0.270 -0.482 -0.160
C -2.390 5.702 0.770
C -1.286 5.232 -0.163
N -1.693 4.090 -0.975
C -1.600 2.817 -0.549
S -2.380 1.642 -1.658
N -1.009 2.570 0.569
N -0.802 1.266 0.989
C -0.683 1.144 2.277
C -0.873 2.246 3.259
C -0.277 -0.190 2.769
C -0.062 -0.466 4.109
C 0.370 -1.733 4.473
C 0.571 -2.691 3.494
C 0.333 -2.354 2.172
N -0.080 -1.133 1.825
H -2.015 6.473 1.443
H -2.761 4.874 1.374
H -3.228 6.122 0.214
H -0.405 4.930 0.399
H -0.984 6.023 -0.850
H -2.316 4.251 -1.750
H -1.155 3.167 2.761
H 0.058 2.409 3.807
H -1.643 1.974 3.983
H -0.221 0.297 4.855
H 0.549 -1.966 5.513
H 0.909 -3.687 3.737
H 0.472 -3.055 1.360
C 3.572 1.848 2.862
C 2.805 2.480 1.892
C 2.255 1.751 0.849
C 2.450 0.372 0.764
C 3.231 -0.258 1.737
C 3.787 0.478 2.771
N 1.764 -0.356 -0.227
C 2.393 -1.449 -0.848
C 3.763 -1.565 -1.055
C 4.277 -2.706 -1.656
C 3.433 -3.735 -2.072
C 2.063 -3.625 -1.906
C 1.547 -2.484 -1.298
N 0.209 -2.248 -1.035
N -0.696 -3.204 -1.268
C -1.898 -2.814 -0.852
C -3.009 -3.702 -0.926
C -4.225 -3.309 -0.470
C -4.386 -2.015 0.083
C -3.300 -1.198 0.141
N -2.072 -1.560 -0.313
H 4.012 2.417 3.669
H 2.648 3.550 1.937
H 1.668 2.244 0.083
H 3.398 -1.326 1.677
H 4.391 -0.025 3.515
H 4.423 -0.770 -0.733
H 5.344 -2.792 -1.806
H 3.849 -4.617 -2.539
H 1.383 -4.401 -2.225
H -2.835 -4.682 -1.344
H -5.067 -3.985 -0.521
H -5.339 -1.674 0.458
H -3.367 -0.202 0.559
C -3.125 -3.190 -4.328
C -2.730 -1.963 -5.130
C -3.942 -1.312 -5.772
C -1.683 -2.312 -6.177
O -2.180 -1.016 -4.166
Si -0.946 0.001 -4.305
S -0.582 0.762 -2.250
O -1.122 1.264 -5.253
C -1.776 2.482 -5.650
C -1.656 2.556 -7.164
C -1.020 3.623 -4.983
C -3.236 2.458 -5.225
O 0.453 -0.748 -4.532
C 1.754 -0.364 -5.042
C 2.303 0.764 -4.182
C 1.612 0.061 -6.495
C 2.613 -1.611 -4.918
H -3.455 -3.984 -4.999
H -3.941 -2.949 -3.648
H -2.279 -3.548 -3.741
H -4.458 -2.031 -6.407
H -3.644 -0.466 -6.391
H -4.636 -0.965 -5.006
H -2.108 -3.014 -6.894
H -0.808 -2.768 -5.717
H -1.366 -1.424 -6.729
H -0.611 2.612 -7.470
H -2.172 3.440 -7.538
H -2.107 1.675 -7.621
H 0.017 3.636 -5.318
H -1.029 3.500 -3.899
H -1.477 4.580 -5.234
H -3.799 1.723 -5.796
H -3.684 3.436 -5.402
H -3.333 2.225 -4.165
H 1.672 1.652 -4.252
H 3.306 1.034 -4.514
H 2.361 0.452 -3.137
H 1.004 0.961 -6.587
H 1.151 -0.736 -7.079
H 2.598 0.263 -6.912
H 2.701 -1.909 -3.874
H 3.611 -1.422 -5.315
H 2.166 -2.434 -5.477